Record 1
Density functional theory data (ωB97M-V with the def2-TZVPD basis set) for 8 unconnected molecules or ions with the total composition C30H72O17P2.

```
121
Properties=species:S:1:pos:R:3:forces:R:3
C -0.123793 -2.655424 5.362674 0.971 0.728 0.675
O 0.268417 -3.946604 4.874554 0.935 -1.858 1.204
P 1.281837 -4.986484 5.761154 2.655 1.769 -3.645
O 1.771997 -6.180504 4.972154 -2.042 1.757 1.750
O 0.579887 -5.168484 7.147534 1.989 2.320 -0.500
C -0.560423 -5.932964 7.111484 -0.931 -1.900 0.090
O 2.573137 -4.035664 6.062274 -1.702 0.089 0.312
C 3.875857 -4.619684 6.376634 -1.753 0.062 -0.098
H -1.134383 -2.516184 5.746614 -0.198 -0.984 -0.012
H -0.032133 -1.886864 4.595204 0.274 -0.425 -0.416
H 0.570727 -2.366234 6.151424 -0.077 0.159 0.098
H -0.471153 -6.341114 8.118234 -1.398 -0.706 -0.285
H -0.412203 -6.644574 6.299244 -0.313 -0.865 0.428
H -1.484293 -5.427204 6.830804 0.075 0.534 0.631
H 4.313937 -4.029464 7.181514 0.009 -0.006 -0.204
H 4.431547 -4.557784 5.440964 0.308 -0.463 0.380
H 3.592307 -5.609964 6.733064 1.135 -0.274 -0.202
C 0.204987 4.583576 -0.755746 -0.327 0.428 -1.316
O -0.091223 3.764626 0.349574 -0.034 -2.371 0.800
P -0.540603 2.205756 0.252864 -1.621 -1.760 0.103
O -2.036953 1.929866 0.391254 3.371 0.737 -0.157
O 0.366197 1.411136 1.405734 -0.916 2.164 -2.132
C -0.162713 0.274146 2.095164 0.143 0.957 1.215
O 0.044037 1.653796 -1.198216 -0.331 2.815 2.547
C -0.179713 0.319006 -1.570206 0.443 -0.066 -0.839
H -0.274863 4.173426 -1.644356 0.226 0.045 -0.204
H 1.272767 4.718046 -0.928586 0.072 -0.390 0.204
H -0.210053 5.582346 -0.620546 -0.152 -0.125 0.445
H 0.557087 -0.528774 1.936114 -0.794 -0.477 -0.437
H -1.241743 0.218206 1.951384 0.225 -0.832 -0.685
H -0.093663 0.500846 3.159084 0.253 0.130 0.184
H 0.048607 0.356446 -2.635366 -0.249 -0.474 -0.086
H -1.216973 0.026326 -1.407286 0.181 -0.284 0.164
H 0.594447 -0.285794 -1.097986 -0.424 -0.481 0.198
C 2.808197 3.735356 -3.782226 0.292 0.515 -0.951
C 2.146757 3.981076 -5.211646 -0.604 -0.220 0.848
C 1.603087 2.564436 -5.524046 1.402 0.656 0.474
O 2.723047 1.744506 -5.080786 -0.684 0.028 0.641
C 3.448057 2.396796 -3.953996 -0.533 -1.723 -1.603
H 2.094477 3.712356 -2.958716 -0.365 0.044 -0.341
H 3.600677 4.421846 -3.484226 -0.215 0.468 -0.265
H 2.818597 4.286046 -6.013976 0.500 -0.134 0.372
H 1.383647 4.758546 -5.175486 -0.210 -0.134 0.153
H 1.398957 2.330206 -6.568826 0.534 0.201 -0.161
H 0.637607 2.392516 -5.048236 0.149 -0.285 0.782
H 4.488187 2.393926 -4.279906 0.055 0.459 -0.064
H 3.428737 1.728136 -3.093406 -0.399 0.082 0.170
C -0.323683 -5.007064 -3.955706 1.127 1.048 -2.483
C 0.537387 -3.724604 -4.021976 -1.456 -0.406 -0.823
C -0.535753 -2.679774 -3.634116 2.306 -0.631 0.548
O -1.345473 -3.315994 -2.653366 -0.021 0.345 -0.579
C -1.160363 -4.725784 -2.779236 -0.627 -1.033 1.311
H 0.285577 -5.900424 -4.092846 -0.217 -0.192 0.883
H -0.962643 -4.991754 -4.838656 -0.176 -0.040 -0.184
H 0.799987 -3.434764 -5.039396 0.728 -0.470 0.017
H 1.375997 -3.857184 -3.338426 0.007 0.691 -0.039
H -1.052083 -2.322544 -4.525126 -0.433 -0.115 0.134
H 0.106097 -1.891104 -3.241526 -0.819 0.601 0.537
H -2.113143 -5.236764 -2.917866 -0.280 0.205 0.423
H -0.681703 -5.095484 -1.872416 -0.095 -0.007 0.276
C 2.629977 4.103456 4.968134 0.394 -0.167 0.583
C 3.422367 3.441116 6.141814 -1.106 1.473 -1.109
C 3.688047 2.028946 5.632974 -0.978 1.443 1.200
O 2.522037 1.756356 4.811184 0.546 -0.138 -0.568
C 1.836487 2.975106 4.332414 0.972 -0.230 1.043
H 3.355137 4.496476 4.255544 -0.171 0.236 -0.083
H 2.013437 4.895676 5.392814 -0.001 0.153 -0.401
H 2.719507 3.485216 6.973774 0.302 -0.467 0.331
H 4.233627 4.143516 6.333094 0.426 -0.617 0.318
H 3.710777 1.423366 6.538994 -0.446 -0.730 -0.368
H 4.700967 1.956036 5.237024 -0.307 -0.172 -1.090
H 0.798317 2.927436 4.661094 0.037 -0.117 0.222
H 1.815267 3.111216 3.251154 0.276 -0.701 -0.117
C -6.169673 0.862166 2.310044 -0.543 0.295 -0.010
O -5.263483 -0.198564 2.095214 0.396 0.515 2.066
C -4.744973 -0.192474 0.800914 0.033 -0.101 -0.691
C -3.672233 -1.272174 0.520984 -2.464 -0.034 -0.276
O -4.343213 -2.533504 0.570714 1.150 0.082 0.802
C -3.462573 -3.605954 0.342184 -0.596 -1.433 -0.430
H -7.074683 0.823716 1.703764 -0.246 -0.749 -0.395
H -5.831853 1.867896 2.060064 0.944 0.038 0.083
H -6.527623 0.891496 3.339184 0.403 -0.354 0.081
H -4.266513 0.757616 0.563214 -0.104 0.323 -0.052
H -5.696583 -0.317614 0.284304 0.554 -0.242 -1.628
H -2.847063 -1.158244 1.223984 0.083 -0.300 0.079
H -3.350413 -1.208594 -0.518486 0.472 0.718 -0.023
H -3.975403 -4.503954 0.686704 -0.015 -0.013 0.313
H -2.470343 -3.611524 0.793344 -0.025 0.686 0.504
H -3.286303 -3.829904 -0.709896 -0.009 0.567 -0.450
C -1.668113 6.045656 -3.871746 -0.102 -0.316 -0.384
O -1.561583 4.707176 -4.328416 1.199 -0.368 1.019
C -2.491803 4.357146 -5.251966 -3.039 1.584 -2.123
C -4.016123 4.429486 -4.831836 -0.683 -0.302 -0.084
O -4.849423 5.572056 -5.294196 1.914 -0.047 1.699
C -5.355193 5.591526 -6.593196 -0.317 -1.107 -0.072
H -0.726983 6.287086 -3.377696 -0.219 -0.008 0.173
H -2.539693 6.148096 -3.225256 0.117 0.176 0.244
H -1.805753 6.711076 -4.724026 0.022 0.176 -0.121
H -2.256833 3.510306 -5.896756 0.289 -0.754 1.109
H -2.551733 5.096626 -6.050516 0.497 0.835 -0.387
H -4.146743 4.431606 -3.749696 0.286 0.371 0.043
H -4.487973 3.485186 -5.103406 -0.259 0.005 -0.504
H -4.590123 5.243276 -7.287086 -0.278 -0.074 -0.429
H -5.752353 6.553896 -6.916006 0.627 0.417 0.468
H -6.253633 4.974716 -6.572196 0.019 -0.608 -0.619
C 2.682457 -4.576354 2.564024 0.607 -0.910 1.378
O 2.942427 -3.405854 1.850424 -1.046 -0.003 -0.837
C 2.435997 -3.555704 0.532024 2.114 0.834 -1.031
C 2.999447 -2.393884 -0.330146 -1.120 -0.149 0.585
O 2.917607 -2.744314 -1.718806 1.299 1.312 0.684
C 3.529527 -1.658194 -2.467036 -1.603 -0.925 -0.821
H 2.930097 -5.498764 2.038714 0.188 0.028 -0.564
H 1.676387 -4.746174 2.947534 -0.248 0.629 -0.294
H 3.348167 -4.578064 3.427114 -0.122 0.147 0.100
H 1.352577 -3.612774 0.426864 -0.141 -0.009 0.351
H 2.909507 -4.440364 0.106264 -0.338 -0.447 -0.095
H 3.978337 -2.024894 -0.024006 0.576 -0.901 -0.066
H 2.415997 -1.510624 -0.070256 -0.646 0.364 -0.526
H 4.587537 -1.465924 -2.288846 -0.109 -0.056 0.590
H 2.867037 -0.799874 -2.355276 0.457 0.516 0.318
H 3.426807 -1.907704 -3.523116 0.111 -0.276 -0.023
```
Positions in Å, forces in eV/Å.

Its total charge is 0. As for the SMILES: COP(=O)(OC)OC.COP(=O)(OC)OC.C1CCOC1.C1CCOC1.C1CCOC1.COCCOC.COCCOC.COCCOC. As for the orbital gap: 9.764 eV. The LUMO energy is 0.02316 Eh.

Here are the Mulliken charges for atoms 1 to 2, given in e: C -0.423; O -0.158

=====

Record 2
Density functional theory data (ωB97M-V with the def2-TZVPD basis set) for a molecular structure, C2HFO2Pb.

```
7
Properties=species:S:1:pos:R:3:forces:R:3
C -0.123036 -1.454234 -0.075704 1.719 1.203 0.054
C 0.852220 -0.722174 -0.038798 -2.142 0.394 -0.010
O -1.411780 -1.808600 -0.040392 -1.086 -0.629 0.002
H -1.982942 -1.020063 0.010441 0.673 -0.223 -0.019
Pb 1.538005 2.328585 0.043803 0.468 2.077 0.039
O 1.677597 0.253702 -0.023942 1.008 -2.756 -0.088
F -0.550066 2.422785 0.124592 -0.639 -0.067 0.022
```
Positions in Å, forces in eV/Å.

Its total charge is -1. As for the orbital gap (spin up / spin down): 4.966 / 7.312 eV. Its multiplicity is 2. The LUMO energy (spin up / spin down) is 0.13111 / 0.12977 Eh. The expectation value of S² is 0.753.

Here are the Mulliken charges for atoms 1 to 2, given in e: C 0.005; C 0.368

=====

Record 3
Density functional theory data (ωB97M-V with the def2-TZVPD basis set) for a molecular structure, CH4Na8O5.

```
18
Properties=species:S:1:pos:R:3:forces:R:3
Na 0.360450 17.045228 9.915988 0.100 0.961 0.921
Na -1.698299 15.021279 7.862916 -0.793 0.295 0.324
Na -0.624197 10.219651 10.231685 0.166 -0.500 0.768
Na -3.453802 12.492921 10.223588 -0.858 0.634 1.321
Na 2.698413 13.827431 10.049276 0.793 0.083 1.101
Na 1.319235 15.054030 6.622362 0.923 0.365 -0.997
Na -2.382322 11.576465 7.281146 -0.356 -0.586 -0.995
Na 2.589607 10.349855 8.755858 1.039 -0.743 -0.049
C 0.018655 13.153797 9.329615 -0.517 -0.208 2.688
O 0.334185 14.411162 9.307980 0.113 0.028 -1.967
O 0.812370 12.309498 9.893526 -0.354 -0.121 -1.679
O -1.207245 12.780374 9.038478 -0.096 -0.112 -1.227
O -1.966008 13.853458 11.992729 -0.207 -0.166 -1.177
H -1.635577 14.322552 12.773637 -0.285 -0.187 0.290
H -1.327768 13.175420 11.762724 0.474 0.149 0.712
O 2.807912 12.353888 12.019529 -0.363 0.567 -0.864
H 2.477010 12.586276 12.901426 0.479 -0.139 0.267
H 2.021918 12.117114 11.518906 -0.258 -0.321 0.563
```
Positions in Å, forces in eV/Å.

Its total charge is +6. As for the orbital gap: 8.060 eV. The LUMO energy is -0.76009 Eh.

Here are the Mulliken charges for atoms 1 to 2, given in e: Na 0.987; Na 0.898

=====

The energy relative to the best compared isomer or geometry (same formula, charge and spin) results, record by record, are as follows: 117.35, 0.00, 0.00 kcal per mole.
The F_max results, record by record, are as follows: 4.845, 2.936, 2.745 eV Å⁻¹.
The DFT total energy results, record by record, are as follows: -3147.85457, -519.95465, -1712.53952 a.u..